Record 1
This record from the Open Molecules 2025 dataset describes a structure of composition Cl3N3. The level of theory is ωB97M-V with the def2-TZVPD basis set.

Output
- ΔE to the lowest compared entry with this formula, charge and spin (kJ/mol) = 18.4
- Kohn-Sham gap (alpha / beta) (eV) = 7.956 / 7.833

Atoms and positions in Å:
Cl1 -1.30213 -1.45897 0.47582
N1 -1.29333 -0.07851 -0.54526
N2 1.09025 -0.02198 0.09600
Cl2 2.83488 -0.10804 0.44243
N3 0.53403 0.50596 -0.82149
Cl3 -1.86370 1.16154 0.35249

Atomic partial charges in e from the Löwdin method, atoms 1 to 4: atom 1 (Cl): 0.492, atom 2 (N): -0.983, atom 3 (N): -0.543, atom 4 (Cl): 0.500



Record 2
This record from the Open Molecules 2025 dataset describes a cluster of 2 separate species, C17H37N2O3S in total. The level of theory is ωB97M-V with the def2-TZVPD basis set.

Output
- total charge = +1
- ΔE to the lowest compared entry with this formula, charge and spin (kJ/mol) = 28.5
- Kohn-Sham gap (eV) = 8.590

Atoms and positions in Å:
C1 -0.36147 1.22393 -1.88790
C2 -2.24696 -0.99306 -2.34773
H1 1.39513 0.96488 2.30353
N1 -0.90517 -1.86025 -0.36250
C3 0.83138 -3.11812 3.57821
H2 -0.52307 -2.18594 -2.39192
O1 -1.94888 6.00747 -3.86556
H3 1.08714 -0.30781 -1.51190
H4 -3.77123 -1.19742 0.11666
H5 1.06088 1.21731 0.06718
H6 0.17132 -3.03907 4.44470
C4 0.41143 4.52567 -2.76207
H7 2.31225 -1.73079 4.23213
H8 -0.91892 1.47968 -2.78992
C5 0.61620 -3.45634 1.01441
H9 0.42147 -0.31212 -3.10704
H10 -2.79329 -1.87063 -2.68706
H11 -1.06182 1.37337 -1.06109
N2 0.72906 2.19295 -1.77968
H12 -0.98463 0.03696 0.54303
O2 -0.58669 3.79883 -0.80431
H13 1.48558 4.71529 -2.77781
H14 -1.03499 -3.01809 2.42369
H15 2.08294 -1.75440 2.50445
C6 0.45216 -2.15964 0.23312
H16 2.32369 0.82509 3.78473
C7 0.63364 -0.57218 3.62972
H17 1.61513 2.92451 0.04897
H18 -1.80027 -1.17760 1.44296
H19 -2.28541 5.79008 -2.98824
C8 1.54697 -1.76882 3.45800
C9 -0.86090 -1.34216 -1.79306
C10 -1.64092 -0.81659 0.43031
H20 1.22383 -2.13198 -0.52876
H21 -0.05748 5.45229 -2.48161
S1 -2.02028 -3.27062 -0.36343
H22 0.41898 -4.34206 0.42260
H23 0.70784 1.56739 3.78647
H24 1.68213 -3.52133 1.23735
H25 -0.26154 -0.61289 3.00532
H26 3.02148 1.47457 -1.96656
C11 1.31884 0.76953 3.37506
H27 0.69138 -1.33688 0.90055
H28 -1.41207 -4.13703 -1.20434
H29 3.07067 0.44951 -0.57063
C12 0.11087 3.50874 -1.69650
H30 -2.05206 -0.42111 -3.25168
H31 1.52782 -3.92381 3.80150
C13 -0.07146 -3.52389 2.39797
H32 0.27006 -0.58853 4.65668
C14 2.93856 1.48484 -0.88537
H33 -0.29303 -4.57961 2.54650
H34 -3.31201 0.44559 0.37638
O3 -3.04327 -0.17434 -1.51973
H35 0.00787 4.25315 -3.73167
C15 -3.00503 -0.46468 -0.13534
C16 0.15022 -0.21587 -2.05893
H36 3.73255 2.11098 -0.49063
C17 1.51523 2.01338 -0.52392
H37 -2.31186 5.31965 -4.43529

Atomic partial charges in e from the Löwdin method, atoms 1 to 4: atom 1 (C): -0.177, atom 2 (C): -0.173, atom 3 (H): 0.045, atom 4 (N): -0.409



Record 3
This record from the Open Molecules 2025 dataset describes a cluster of 3 separate species, C4H9NO2 in total. The level of theory is ωB97M-V with the def2-TZVPD basis set.

Output
- ΔE to the lowest compared entry with this formula, charge and spin (kJ/mol) = 493.7
- Kohn-Sham gap (eV) = 9.068

Atoms and positions in Å:
C1 -0.86723 -0.97689 0.27280
O1 2.12072 -1.24689 0.69660
H1 -1.95149 -0.95181 0.31252
C2 -0.16966 0.39903 0.33813
H2 3.04146 -0.09782 -0.69840
N1 1.08560 0.46091 -0.40130
O2 -0.41218 -1.93641 1.08254
H3 -0.98981 2.05503 -0.91071
H4 -1.78105 1.76820 0.68729
H5 0.56900 -1.83522 1.16972
H6 -1.61817 0.29846 -1.25507
H7 1.20878 1.22650 -1.04814
H8 0.05090 0.52933 1.40897
C3 2.13246 -0.33202 -0.12349
H9 -1.20488 -0.68105 -1.37988
C4 -1.21444 1.32065 -0.15157

Atomic partial charges in e from the Löwdin method, atoms 1 to 4: atom 1 (C): -0.230, atom 2 (O): 0.006, atom 3 (H): 0.091, atom 4 (C): -0.443



Record 4
This record from the Open Molecules 2025 dataset describes a structure of composition C14H12BO2Rb. The level of theory is ωB97M-V with the def2-TZVPD basis set.

Output
- ΔE to the lowest compared entry with this formula, charge and spin (kJ/mol) = 56.3
- Kohn-Sham gap (eV) = 6.998

Atoms and positions in Å:
C1 2.64619 1.95665 0.73282
C2 -1.47444 1.66621 -0.37946
O1 -2.27190 2.55568 -0.18654
C3 -3.57834 -0.81389 -2.28407
C4 0.27361 -0.66712 -0.47734
C5 -2.76623 -1.94244 -2.32369
H1 2.82745 -0.11651 0.55581
H2 1.61936 -2.80263 3.85952
C6 -1.53353 -1.84135 -1.70980
H3 1.11326 -1.10592 3.25102
C7 0.78212 0.61392 0.06370
H4 2.88637 -1.81573 2.80635
C8 -0.05321 1.73960 0.09621
H5 -4.55142 -0.70449 -2.75056
C9 2.13460 0.70697 0.47692
H6 2.30671 4.04722 0.93528
H7 -3.05497 -2.87811 -2.77684
C10 -1.08066 -0.68423 -1.08943
C11 0.48529 2.96456 0.49461
Rb1 3.54196 -3.01168 0.29068
H8 1.42632 -2.58215 2.01283
H9 -3.80494 1.25585 -1.78800
H10 3.67308 2.10035 1.04686
H11 -0.08528 3.88193 0.40386
C12 1.83017 3.09859 0.73259
H12 -0.87193 -2.69721 -1.78419
B1 1.75664 -2.04024 2.98594
C13 -3.16491 0.39457 -1.70103
C14 -1.90727 0.42655 -1.09169
O2 0.89589 -1.70496 -0.40234

Atomic partial charges in e from the Löwdin method, atoms 1 to 4: atom 1 (C): -0.054, atom 2 (C): -0.272, atom 3 (O): 0.118, atom 4 (C): -0.055



Record 5
This record from the Open Molecules 2025 dataset describes a cluster of 2 separate species, CH6ClN4 in total. The level of theory is ωB97M-V with the def2-TZVPD basis set.

Output
- total charge = +1
- ΔE to the lowest compared entry with this formula, charge and spin (kJ/mol) = 184.9
- Kohn-Sham gap (alpha / beta) (eV) = 7.735 / 7.736

Atoms and positions in Å:
N1 0.23308 -0.33356 1.06433
H1 2.19595 -0.83746 0.89901
N2 1.51189 -0.13182 1.19233
H2 -0.97359 -0.79866 -3.14041
H3 -0.28221 1.36541 2.24173
Cl1 -2.05119 1.02996 -1.29841
H4 -1.62280 0.27547 1.36255
N3 -0.33641 -0.63765 -2.31921
N4 -0.57705 0.45580 1.68665
H5 0.64759 -1.05902 -2.18969
H6 1.86269 0.54248 1.82553
C1 -0.60795 0.12904 -1.32441

Atomic partial charges in e from the Löwdin method, atoms 1 to 4: atom 1 (N): -0.075, atom 2 (H): 0.156, atom 3 (N): 0.134, atom 4 (H): 0.137



Record 6
This record from the Open Molecules 2025 dataset describes a structure of composition C4H11N2O. The level of theory is ωB97M-V with the def2-TZVPD basis set.

Output
- total charge = +1
- ΔE to the lowest compared entry with this formula, charge and spin (kJ/mol) = 1176.2
- Kohn-Sham gap (eV) = 4.310

Atoms and positions in Å:
H1 -1.65644 0.65429 2.08816
O1 1.90297 1.05254 0.58688
H2 -2.33913 0.10284 -0.78708
N1 -2.28009 0.88747 0.03096
C1 -0.56791 -0.79272 0.92386
H3 1.83360 -1.62226 -0.19235
H4 0.76881 1.25908 -1.87902
C2 1.32726 -0.91404 -0.81551
H5 1.65538 -1.15166 -1.79740
H6 -3.28185 0.93323 0.40955
H7 -0.41892 1.33346 0.81437
C3 -1.22082 0.54519 1.08373
H8 0.19358 0.04692 -1.21922
N2 -0.15393 -1.08727 -0.53948
H9 0.37080 -0.73957 1.51989
H10 -1.14610 -1.65789 1.32945
C4 2.05787 0.43250 -0.47911
H11 2.95491 0.71789 -1.07767

Atomic partial charges in e from the Löwdin method, atoms 1 to 4: atom 1 (H): 0.133, atom 2 (O): 0.079, atom 3 (H): 0.133, atom 4 (N): -0.001



Question: Which of these has the highest ΔE to the lowest compared entry with this formula, charge and spin?
Answer: C4H11N2O



Question: Which value of ΔE to the lowest compared entry with this formula, charge and spin does entry 6 give?
Answer: 1176.2 kJ/mol